Entry from OMol25: a cluster of 9 separate species, C54H135N9 in total in a non-equilibrium geometry (ωB97M-V/def2-TZVPD).

Results
multiplicity = 1
electronic energy = -2631.066287 Eh
frontier orbital gap = 8.80 eV
total charge = 0
HOMO energy = -8.1 eV

Each line ends with the Löwdin charge.
Element x y z (Å)
C 2.8646 -1.9078 -8.4063  -0.075
C 3.1281 -0.7076 -7.5010  -0.262
N 3.1677 -1.0752 -6.0890  -0.193
C 3.9599 -2.2379 -5.6987  -0.254
C 5.4476 -2.1124 -5.9558  -0.084
C 3.4317 0.0945 -5.2738  -0.275
C 3.2055 -0.0983 -3.7972  -0.110
H 3.5612 -2.6915 -8.1099  0.057
H 3.0478 -1.6905 -9.4556  0.074
H 1.8571 -2.2928 -8.2481  0.060
H 4.0768 -0.2380 -7.8269  0.110
H 2.3524 0.0561 -7.5847  0.109
H 3.7724 -2.3358 -4.6305  0.098
H 3.5319 -3.1259 -6.1600  0.102
H 5.7086 -1.6904 -6.9327  0.071
H 5.9356 -1.4268 -5.2557  0.068
H 6.0026 -3.0509 -5.8944  0.073
H 2.8586 0.9599 -5.6071  0.105
H 4.4918 0.4056 -5.3726  0.116
H 3.3244 0.8765 -3.3012  0.070
H 3.8754 -0.7281 -3.2095  0.069
H 2.1871 -0.3849 -3.5105  0.067
C -0.9729 -3.4347 -7.1117  -0.085
C -1.0664 -3.1038 -5.6127  -0.252
N -2.4473 -2.7903 -5.2497  -0.186
C -2.5957 -2.7022 -3.7910  -0.256
C -2.2538 -4.0039 -3.0785  -0.094
C -2.9079 -1.5525 -5.8712  -0.244
C -2.2156 -0.2399 -5.4545  -0.077
H -1.1879 -2.5837 -7.7534  0.060
H -1.6244 -4.2836 -7.3141  0.078
H 0.0524 -3.7355 -7.3459  0.059
H -0.7727 -4.0103 -5.0919  0.101
H -0.3649 -2.2776 -5.4187  0.113
H -1.9213 -1.9337 -3.3891  0.087
H -3.6427 -2.4805 -3.5799  0.118
H -1.1791 -4.1562 -2.9704  0.067
H -2.7199 -4.0050 -2.0943  0.040
H -2.6123 -4.8598 -3.6569  0.083
H -3.9723 -1.4387 -5.6525  0.109
H -2.8414 -1.6782 -6.9498  0.093
H -1.7624 0.2933 -6.2913  0.054
H -1.4171 -0.3983 -4.7282  0.050
H -2.9078 0.4657 -4.9930  0.071
C 1.5322 -1.6845 2.6024  -0.086
C 1.9488 -0.6480 1.5784  -0.260
N 0.8696 -0.2518 0.6879  -0.166
C 1.2146 0.8901 -0.1391  -0.255
C 1.4420 2.1939 0.6554  -0.079
C 0.4636 -1.3323 -0.2137  -0.240
C -0.9978 -1.2475 -0.6764  -0.063
H 0.7906 -1.3074 3.3041  0.067
H 2.3882 -2.0783 3.1540  0.061
H 1.1015 -2.5612 2.1162  0.058
H 2.2797 0.2446 2.1072  0.096
H 2.8270 -1.0548 1.0399  0.124
H 2.1669 0.7419 -0.6770  0.117
H 0.4021 1.1984 -0.7938  0.088
H 1.8627 2.9377 -0.0289  0.063
H 0.5374 2.6612 1.0469  0.059
H 2.1733 2.0848 1.4558  0.058
H 0.6783 -2.3230 0.1765  0.101
H 1.0568 -1.2748 -1.1466  0.108
H -1.3173 -2.2516 -0.9616  0.059
H -1.0751 -0.6303 -1.5727  0.058
H -1.6232 -0.8514 0.1188  0.039
C -3.3441 4.5724 -4.8613  -0.066
C -1.8741 4.3959 -4.4774  -0.260
N -1.2540 3.2355 -5.1136  -0.188
C 0.0717 2.9774 -4.6037  -0.254
C 0.0283 2.4873 -3.1489  -0.076
C -1.3535 3.2041 -6.5539  -0.276
C -0.6915 4.3735 -7.2967  -0.076
H -3.6323 5.5990 -4.6037  0.070
H -3.9797 4.0060 -4.1801  0.072
H -3.5397 4.3826 -5.9082  0.059
H -1.2557 5.2996 -4.6035  0.115
H -1.9042 4.1988 -3.4047  0.083
H 0.7583 3.8408 -4.6615  0.121
H 0.5078 2.1395 -5.1563  0.106
H -0.6696 1.6442 -3.1500  0.072
H -0.3570 3.2695 -2.4935  0.047
H 0.9774 2.1424 -2.7427  0.054
H -0.8776 2.3031 -6.9547  0.098
H -2.3863 3.0672 -6.8756  0.098
H -1.0573 4.3529 -8.3282  0.073
H -0.8999 5.3446 -6.8559  0.065
H 0.3817 4.2044 -7.3924  0.068
C -5.2524 -4.2296 4.4314  -0.073
C -4.9665 -2.8772 3.7498  -0.262
N -4.2213 -3.0054 2.4946  -0.193
C -3.4020 -1.8008 2.2320  -0.260
C -1.9775 -2.0645 2.6892  -0.080
C -5.1233 -3.2820 1.4014  -0.268
C -4.4033 -3.7924 0.1443  -0.075
H -5.3044 -4.9958 3.6598  0.063
H -6.2470 -4.1547 4.8698  0.067
H -4.4841 -4.4551 5.1634  0.066
H -5.9246 -2.3584 3.5538  0.112
H -4.4441 -2.1715 4.3994  0.109
H -3.4133 -1.5804 1.1629  0.089
H -3.9080 -0.9500 2.7079  0.103
H -1.5568 -2.8701 2.0871  0.075
H -1.3834 -1.1522 2.6043  0.049
H -1.9389 -2.4174 3.7219  0.078
H -5.7746 -2.4317 1.1366  0.098
H -5.8471 -4.0399 1.7188  0.109
H -4.5939 -4.8317 -0.1154  0.072
H -3.3268 -3.6256 0.2199  0.054
H -4.6890 -3.2047 -0.7371  0.063
C -2.5035 1.8388 1.3174  -0.072
C -3.9797 2.1016 1.5347  -0.257
N -4.6788 2.4671 0.2998  -0.180
C -4.8911 1.3233 -0.5566  -0.232
C -5.9915 0.3065 -0.1068  -0.074
C -5.8853 3.2165 0.6269  -0.268
C -6.6212 3.7364 -0.6099  -0.079
H -2.3238 1.2638 0.4040  0.048
H -2.0740 1.2595 2.1353  0.072
H -1.9523 2.7617 1.1333  0.052
H -4.4958 1.2751 2.0516  0.100
H -4.0637 2.8971 2.2826  0.113
H -5.2608 1.6803 -1.5224  0.103
H -4.0104 0.7070 -0.7196  0.099
H -5.6117 -0.2502 0.7533  0.036
H -6.9291 0.7639 0.2018  0.060
H -6.1687 -0.4138 -0.9053  0.073
H -5.5919 4.0502 1.2622  0.109
H -6.6093 2.5952 1.1794  0.108
H -5.9589 4.3062 -1.2540  0.043
H -7.3492 4.4622 -0.2320  0.078
H -7.1743 2.9541 -1.1236  0.068
C 6.1996 2.5539 4.5861  -0.088
C 5.8660 1.0975 4.8776  -0.274
N 7.0489 0.2430 4.8790  -0.201
C 7.7392 0.4073 6.1465  -0.270
C 9.1262 -0.2343 6.1634  -0.088
C 6.6688 -1.1431 4.6242  -0.255
C 6.1706 -1.3904 3.2033  -0.084
H 7.0850 2.5544 3.9490  0.079
H 6.5044 3.1257 5.4687  0.063
H 5.3655 3.1087 4.1613  0.066
H 5.3014 0.9506 5.8173  0.119
H 5.1490 0.7592 4.1246  0.099
H 7.9271 1.4754 6.2717  0.107
H 7.1247 0.0583 6.9941  0.120
H 9.7018 0.1818 5.3381  0.079
H 9.6331 -0.1062 7.1195  0.071
H 9.0807 -1.3172 6.0349  0.055
H 5.8643 -1.4393 5.3269  0.117
H 7.5084 -1.7807 4.8822  0.094
H 6.3965 -2.4171 2.9190  0.070
H 6.4905 -0.6973 2.4244  0.078
H 5.0830 -1.2589 3.1676  0.046
C -2.7128 8.8459 0.5059  -0.088
C -2.0638 7.4824 0.6790  -0.263
N -1.5836 6.9421 -0.5976  -0.164
C -0.8842 5.6839 -0.3512  -0.270
C 0.5496 5.9059 0.1009  -0.068
C -2.6710 6.7544 -1.5532  -0.258
C -3.9696 6.1196 -1.0548  -0.078
H -3.1138 9.2298 1.4418  0.073
H -3.4687 8.8671 -0.2751  0.057
H -1.9289 9.5320 0.1664  0.080
H -1.2051 7.5745 1.3383  0.104
H -2.8070 6.8153 1.1479  0.110
H -0.9032 5.0969 -1.2788  0.090
H -1.4192 4.9858 0.3162  0.105
H 1.1347 6.5627 -0.5343  0.079
H 1.0728 4.9826 0.3422  0.042
H 0.4398 6.3847 1.0826  0.063
H -2.8249 7.7236 -2.0516  0.112
H -2.3783 6.2200 -2.4638  0.083
H -4.5404 6.8281 -0.4544  0.072
H -4.5503 5.7223 -1.8849  0.056
H -3.7563 5.2447 -0.4309  0.067
C 3.6563 -4.3563 6.3049  -0.084
C 2.5111 -5.1842 6.9106  -0.269
N 2.6693 -5.3792 8.3362  -0.212
C 3.7009 -6.3354 8.6945  -0.250
C 3.4744 -7.7780 8.2419  -0.088
C 1.4124 -5.5243 9.0682  -0.256
C 1.6040 -5.4057 10.5911  -0.092
H 3.7922 -3.4729 6.9246  0.074
H 3.3859 -4.0788 5.2863  0.061
H 4.5466 -4.9827 6.2700  0.061
H 1.5731 -4.6815 6.6703  0.110
H 2.4736 -6.1532 6.3826  0.108
H 4.6475 -5.9828 8.2805  0.107
H 3.8013 -6.3576 9.7785  0.099
H 4.0885 -8.4319 8.8648  0.071
H 2.4425 -8.1106 8.3912  0.067
H 3.6906 -7.9745 7.1918  0.063
H 0.8776 -6.4531 8.8275  0.109
H 0.8445 -4.6404 8.7711  0.110
H 1.9152 -6.3655 11.0030  0.064
H 0.6243 -5.1779 11.0137  0.068
H 2.2992 -4.6055 10.8307  0.078